1.
{"formula": "C9H19ClOSi", "method": "ωB97M-V with the def2-TZVPD basis set", "species": ["C", "O", "C", "C", "Cl", "Si", "C", "C", "C", "C", "C", "C", "H", "H", "H", "H", "H", "H", "H", "H", "H", "H", "H", "H", "H", "H", "H", "H", "H", "H", "H"], "coordinates": [[4.350305, 1.596333, -0.182572], [3.515837, 0.416455, -0.390838], [2.345103, 0.569939, 0.242241], [1.511547, -0.483920, 0.268408], [2.090581, -1.997053, -0.206735], [-0.316373, -0.406635, 0.777032], [-0.655153, -1.985799, 1.724793], [-0.473107, 1.101798, 1.848569], [-1.470078, -0.448951, -0.705589], [-1.662979, -1.686141, -1.613262], [-2.992114, -0.033556, -0.469123], [-1.014133, 0.760267, -1.604543], [5.309427, 1.307270, -0.525737], [4.451137, 2.044845, 0.754907], [4.249890, 2.430255, -0.936168], [2.297279, 1.595645, 0.579359], [-1.779137, -2.134090, 2.016930], [-0.502265, -2.765306, 1.132210], [-0.166462, -2.043293, 2.587330], [-1.514564, 1.441117, 2.201361], [0.126337, 1.111802, 2.868507], [-0.178935, 2.091138, 1.502495], [-0.635362, -2.031975, -1.773480], [-2.150893, -2.370711, -0.969679], [-2.155744, -1.505938, -2.476192], [-2.988766, 0.999631, -0.196034], [-3.222613, -0.532794, 0.520906], [-3.714131, -0.254919, -1.228073], [-1.045224, 1.769165, -1.166706], [-0.082774, 0.502469, -2.022684], [-1.526648, 0.942941, -2.557645]], "forces_ev_per_a": [[0.6, -0.3, -3.6], [1.8, 1.9, 0.7], [-0.2, -0.9, -0.8], [-1.4, 2.0, 1.1], [0.5, -1.2, -0.7], [0.2, -0.9, 0.5], [-5.1, 3.3, -0.4], [-0.8, 2.1, 3.1], [-3.0, 3.0, -3.2], [4.2, 0.0, 3.9], [1.8, -0.9, 4.0], [-0.2, -0.1, -0.6], [1.2, -0.8, 0.3], [-0.5, 0.0, 1.9], [-1.3, -0.7, 0.6], [-1.4, -0.1, 0.4], [1.7, 0.7, -0.5], [1.2, -3.5, -2.5], [2.4, -0.4, 3.6], [1.0, -1.2, -0.5], [-1.0, -0.7, -2.0], [0.5, -0.1, -0.9], [-0.3, -0.6, -0.6], [-0.7, -1.2, 0.2], [-1.6, 0.8, -2.7], [-0.4, 0.9, -0.1], [-0.7, 0.2, -1.1], [0.0, -0.3, -0.5], [0.5, -0.5, 0.5], [1.9, 0.2, -0.1], [-1.0, -0.6, 0.3]], "mulliken_charge": [-0.9058, -0.3824, -0.2744, 0.2729, -0.1858, 0.1981, -1.4003, -1.2187, 1.7092, -2.0337, -1.6542, -1.8727, 0.3293, 0.4055, 0.3326, 0.4062, 0.2472, 0.4936, 0.5277, 0.3340, 0.3202, 0.4124, 0.4126, 0.4525, 0.5931, 0.4342, 0.3216, 0.3886, 0.3701, 0.5616, 0.4050], "smiles": "CO/C=C(\\Cl)[Si](C)(C)C(C)(C)C", "e_homo_ev": -8.407, "de_lowest_kcal_mol": 0.0, "e_tot_ev": -32086.161}

2.
{"formula": "C4H13NO3", "method": "ωB97M-V with the def2-TZVPD basis set", "species": ["C", "C", "N", "C", "C", "O", "H", "H", "H", "H", "H", "H", "H", "H", "H", "H", "H", "O", "H", "H", "O"], "coordinates": [[1.381663, 1.942292, -0.806740], [0.101034, 1.197773, -0.914236], [0.026599, -0.140475, -0.576297], [1.220710, -0.885379, -0.345917], [1.677371, -0.907234, 1.132599], [-0.948386, 1.783054, -1.155308], [2.184397, 1.299038, -1.180346], [1.432120, 2.760619, -1.559498], [1.626677, 2.329167, 0.164926], [-0.810143, -0.627790, -0.187462], [2.158629, -0.727974, -0.912800], [1.044032, -1.983347, -0.506783], [2.528200, -1.553519, 1.259539], [0.887681, -1.173158, 1.844644], [1.943643, 0.119728, 1.406493], [-2.184923, -0.800357, 1.756290], [-2.375805, -2.252092, 1.210778], [-2.022910, -1.373146, 0.965158], [-3.532542, 1.014395, -0.801726], [-2.875608, -0.318446, -0.622048], [-3.462449, 0.296861, -0.171276]], "forces_ev_per_a": [[1.5, 0.0, -2.4], [-2.9, -0.9, 1.3], [1.7, 0.7, -0.8], [1.1, -3.1, 1.7], [-0.6, 1.4, 0.0], [0.3, 0.5, -0.4], [0.2, 0.0, 0.6], [-0.6, -0.2, 0.7], [-0.1, -0.1, 0.5], [0.2, 0.9, -0.4], [-1.0, 0.7, -0.3], [-0.4, 0.9, -0.4], [0.4, -0.3, 0.1], [0.0, -0.3, -0.4], [0.3, 0.0, 0.1], [0.0, -0.4, -0.5], [0.1, -0.1, 0.1], [0.5, -0.2, 0.5], [0.0, 0.4, -0.1], [0.0, -0.3, 0.4], [-0.6, 0.4, -0.4]], "mulliken_spin": [0.0972, 0.4636, 0.5662, 0.3226, 0.6467, -0.1490, -0.0793, 0.0023, -0.0007, -0.1787, -0.0369, -0.3293, -0.0904, -0.0796, -0.0335, 0.2477, 0.5442, -1.1802, -0.0031, -0.0192, 0.2892], "spin_multiplicity": 2, "e_homo_ev": [0.851, -5.980], "total_charge": -1, "de_lowest_kcal_mol": 21.6, "e_tot_ev": -11990.356}